Version w
C6H7N | the ωB97M-V functional and the def2-TZVPD basis

- Orbital gap: 11.029 eV
- Net charge: 0
- Structure (SMILES): C=C[C@H]1C[C@@H]1C#N

Positions of all 14 atoms, in Å:
1 N -1.07 2.63 -1.80
2 C 1.06 -1.08 0.14
3 C -0.69 0.81 0.01
4 C -0.21 -0.55 -0.44
5 C -1.53 -0.42 0.27
6 C -0.96 1.81 -0.99
7 C 1.99 -0.31 0.70
8 H 2.93 -0.70 1.06
9 H -2.43 -0.58 -0.32
10 H -0.22 1.22 0.89
11 H 1.84 0.77 0.79
12 H 1.25 -2.14 0.01
13 H -1.59 -0.72 1.31
14 H -0.32 -0.74 -1.50

Atomic partial charges in e from the natural (NBO) method, atoms 1 to 4: N -0.326; C -0.183; C -0.354; C -0.236


Version x
C6H7N | the ωB97M-V functional and the def2-TZVPD basis

- Orbital gap: 9.108 eV
- Net charge: 0
- Structure (SMILES): Cc1ccc2n1C2

Positions of all 14 atoms, in Å:
1 N -0.92 0.67 -0.32
2 C -0.36 1.84 0.17
3 C -1.77 1.52 0.49
4 C 0.49 -0.38 -0.27
5 C 0.16 -1.79 -0.61
6 C 1.50 0.50 -0.05
7 C 0.93 1.81 0.40
8 H -1.97 1.14 1.59
9 H -0.63 -2.27 0.04
10 H -2.72 1.97 -0.01
11 H 1.16 -2.42 -0.75
12 H 2.55 0.35 -0.01
13 H 1.50 2.66 0.67
14 H -0.41 -1.79 -1.58

Atomic partial charges in e from the natural (NBO) method, atoms 1 to 4: N -0.423; C 0.119; C -0.199; C 0.211


Which of them is least stable? Easy: version x.